No. 1
Computed, not measured: a structure of composition C4H8Ag3BBr4F4 in a non-equilibrium geometry, with wB97M-V/def2-TZVPD.

HOMO-LUMO gap, eV: 4.51
F_max, eV Å⁻¹: 4.5
E_LUMO, eV: -10.00

```
! wB97M-V def2-TZVPD RIJCOSX def2/J DEFGRID3
* xyz 2 1
Ag 1.97688 -3.09205 -0.91120
Ag -0.58300 -1.73252 3.29680
Ag -1.09606 -4.94726 0.83959
B 0.74268 -1.34061 0.67202
F -0.03402 -0.47122 1.46759
F 0.87545 -0.84411 -0.58993
F 1.91345 -1.66268 1.31143
F -0.07829 -2.42878 0.64549
Br 0.37614 -2.19465 -3.37293
C 0.82503 -0.29424 -3.45228
C 0.46247 0.15876 -4.83672
Br 1.16310 1.99611 -5.18128
H 1.87585 -0.18179 -3.18539
H 0.20190 0.25001 -2.74263
H -0.62556 0.20087 -4.88680
H 0.80022 -0.47207 -5.65896
Br 0.53468 0.84808 4.24722
C -0.58963 2.41561 3.84620
C -1.55231 2.18507 2.70836
Br -2.76843 0.67114 3.15463
H 0.09728 3.21313 3.56297
H -1.13138 2.72027 4.74163
H -1.20908 1.92942 1.70589
H -2.17748 3.07341 2.61831
*
```

=====

No. 2
Computed, not measured: a structure of composition C4H8AgO3 in a non-equilibrium geometry, with wB97M-V/def2-TZVPD.

HOMO-LUMO gap (spin up / spin down), eV: 9.43 / 7.91
F_max, eV Å⁻¹: 4.9
E_LUMO (spin up / spin down), eV: -4.11 / -7.02

```
! wB97M-V def2-TZVPD RIJCOSX def2/J DEFGRID3
* xyz 1 3
O -0.14944 0.83781 -0.65842
O -1.28518 -0.36414 -2.17788
C -0.56310 0.52202 -1.89758
O -0.06860 -2.37532 0.85155
C -0.54638 -3.50173 0.19968
C 0.47036 2.17795 -0.46704
C 0.73949 2.36165 1.00184
H -1.61687 -3.42887 -0.06464
H 0.00209 -3.68729 -0.74464
H -0.42496 -4.40238 0.82938
H 1.38759 2.18207 -1.06472
H -0.24728 2.90652 -0.85698
H 1.43952 1.60697 1.39539
H 1.21963 3.33877 1.13987
H -0.18806 2.37047 1.59229
Ag -0.16880 -0.54448 0.92190
*
```

=====

No. 3
Computed, not measured: a structure of composition C4H8Br2O in a non-equilibrium geometry, with wB97M-V/def2-TZVPD.

HOMO-LUMO gap, eV: 10.44
F_max, eV Å⁻¹: 5.5
E_LUMO, eV: 0.53

```
! wB97M-V def2-TZVPD RIJCOSX def2/J DEFGRID3
* xyz 0 1
C 1.83537 -0.56631 1.29852
C -1.03317 0.02094 -1.76540
C 0.72060 0.44011 0.79658
C -1.41737 0.04685 -0.29914
O -0.46493 -0.32531 0.69962
Br -2.18436 1.90416 0.14000
Br -2.82529 -1.20847 0.11510
H 1.71364 -0.97484 2.20645
H 2.07882 -1.33062 0.65920
H 2.81818 -0.02365 1.32378
H -1.89768 0.11314 -2.40861
H -0.31296 0.78378 -2.04575
H -0.53182 -1.02357 -1.97306
H 0.86724 0.90484 -0.31773
H 0.63374 1.23895 1.57044
*
```

=====

No. 4
Computed, not measured: a cluster of 3 separate species, C4H8Br4NO3 in total in a non-equilibrium geometry, with wB97M-V/def2-TZVPD.

HOMO-LUMO gap, eV: 7.29
F_max, eV Å⁻¹: 1.5
E_LUMO, eV: 2.64

```
! wB97M-V def2-TZVPD RIJCOSX def2/J DEFGRID3
* xyz -1 1
N 0.86926 1.37539 2.21771
O 0.37473 2.53996 2.23635
O 0.67255 0.60437 1.25737
O 1.53484 1.00387 3.21541
Br -2.85998 0.48271 0.50784
C -1.80105 1.86631 -0.40450
C -2.73537 2.56345 -1.36921
Br -1.76739 3.90539 -2.42327
H -0.96261 1.38103 -0.89171
H -1.39055 2.66127 0.21697
H -3.55078 3.10567 -0.89929
H -3.19118 1.90903 -2.10919
Br 3.84033 -1.83367 -0.19881
C 2.36200 -2.95864 -0.76619
C 1.34170 -2.89473 0.35391
Br -0.09077 -4.12220 -0.05989
H 2.62509 -4.00395 -0.92799
H 1.99756 -2.59465 -1.72276
H 0.95049 -1.87966 0.44387
H 1.78113 -3.11096 1.32339
*
```

=====

No. 5
Computed, not measured: the molecule C4H8BrF in a non-equilibrium geometry, with wB97M-V/def2-TZVPD.

HOMO-LUMO gap, eV: 11.15
F_max, eV Å⁻¹: 4.0
SMILES: CC(C)[C@@H](F)Br
E_LUMO, eV: 0.83

```
! wB97M-V def2-TZVPD RIJCOSX def2/J DEFGRID3
* xyz 0 1
C -0.07439 0.55928 -1.31737
C 1.24023 0.39846 0.83217
C -0.15390 0.29033 0.22077
C -0.87205 -1.07243 0.40247
F -0.11072 -2.07421 0.10031
Br -1.73111 -1.53670 2.17294
H 0.62249 0.21798 -2.09205
H -1.11375 0.32455 -1.72259
H -0.00441 1.65964 -1.55789
H 1.94218 -0.22625 0.26496
H 1.28216 0.03972 1.96985
H 1.53820 1.40848 0.69068
H -0.93869 0.98911 0.53561
H -1.62625 -0.97794 -0.49986
*
```

=====

No. 6
Computed, not measured: the ion C4H8BrFN with charge +1 in a non-equilibrium geometry, with wB97M-V/def2-TZVPD.

HOMO-LUMO gap (spin up / spin down), eV: 7.41 / 8.48
F_max, eV Å⁻¹: 5.0
E_LUMO (spin up / spin down), eV: -5.07 / -4.67

```
! wB97M-V def2-TZVPD RIJCOSX def2/J DEFGRID3
* xyz 1 1
C 1.17001 -1.52758 -0.13868
C -0.07681 0.34770 0.58679
C -0.22814 -1.03907 -0.06318
C 1.93951 -0.29361 -0.58277
N -1.14038 1.33017 0.50794
F -1.14499 -1.77677 0.62293
Br 3.47974 0.26306 0.19352
H 1.33305 -1.77451 0.90278
H 1.21399 -2.32696 -0.95690
H 0.43450 0.37253 1.45410
H -0.51645 -0.87471 -1.10894
H 1.72185 0.22107 -1.63584
H -0.65151 2.16762 0.37196
H -1.94486 1.37720 1.36639
H -1.74149 1.03319 -0.20258
*
```

=====

No. 7
Computed, not measured: a structure of composition C4H8BrInNO4P2S in a non-equilibrium geometry, with wB97M-V/def2-TZVPD.

HOMO-LUMO gap, eV: 3.41
F_max, eV Å⁻¹: 10.6
E_LUMO, eV: -17.00

```
! wB97M-V def2-TZVPD RIJCOSX def2/J DEFGRID3
* xyz 3 1
N -0.02707 -0.21756 2.18832
C -0.35860 0.25180 0.78880
P -2.16965 0.60288 0.28943
S -3.49818 0.05667 1.60178
C 0.30017 1.76951 0.74950
O 0.80477 2.53647 1.71895
O 0.20742 2.05425 -0.71839
C 0.21038 0.82355 -1.54550
O 1.34839 1.02578 -2.45595
C 0.50254 -0.37345 -0.45852
P 0.23617 -2.18468 -1.00197
O 0.06970 -3.21462 0.39948
Br 2.18843 -2.90596 -2.01140
H -0.48588 0.35626 2.93161
H -0.18263 -1.24307 2.31997
H -2.35032 2.03021 0.01998
H -2.42858 -0.09086 -0.97256
H -0.71752 0.71315 -2.24984
H 2.18344 1.24253 -1.94648
H 1.63430 -0.25875 -0.11103
H -0.73593 -2.97009 0.94614
In 3.26864 -0.00403 -0.48234
*
```

=====

No. 8
Computed, not measured: the ion C4H8BrN2 with charge +1 in a non-equilibrium geometry, with wB97M-V/def2-TZVPD.

HOMO-LUMO gap, eV: 11.32
F_max, eV Å⁻¹: 3.8
SMILES: C[N@H+]1CC=N[C@@H]1Br
E_LUMO, eV: -3.49

```
! wB97M-V def2-TZVPD RIJCOSX def2/J DEFGRID3
* xyz 1 1
C -0.04029 1.87777 0.10573
C 0.59562 0.72526 0.83153
C -1.20824 0.00032 -0.61159
C 0.81433 -1.41233 -0.43360
N -0.98451 1.62873 -0.66798
N -0.09454 -0.48426 0.26821
Br -2.94305 -0.40854 0.13552
H 0.30958 2.88892 0.23871
H 1.67015 0.67626 0.64806
H 0.42342 0.81321 1.90716
H -1.14067 -0.35054 -1.63900
H 0.28120 -2.33049 -0.67631
H 1.18789 -0.96038 -1.35224
H 1.66050 -1.66297 0.20572
H -0.53140 -1.00097 1.04009
*
```

=====

No. 9
Computed, not measured: the ion C4H8BrN2 with charge +1 in a non-equilibrium geometry, with wB97M-V/def2-TZVPD.

HOMO-LUMO gap (spin up / spin down), eV: 5.40 / 7.27
F_max, eV Å⁻¹: 2.7
E_LUMO (spin up / spin down), eV: -7.78 / -6.92

```
! wB97M-V def2-TZVPD RIJCOSX def2/J DEFGRID3
* xyz 1 1
C 0.91432 -1.88454 -0.28896
C -0.90871 -0.54889 0.43213
C 2.00562 -0.94697 -0.59796
C -1.00510 1.96269 0.18445
N -0.23295 -1.75972 0.28350
N -0.59624 0.62523 -0.26955
Br 2.29433 0.83517 -0.22425
H 1.26905 -2.89554 -0.32186
H -2.05474 -0.98114 0.39708
H -0.75473 -0.16633 1.44398
H 2.92704 -1.55274 -0.69548
H -0.10769 2.46457 0.30095
H -1.54981 2.55282 -0.58063
H -1.53023 1.74632 1.17711
H -0.67016 0.54905 -1.24052
*
```

=====

No. 10
Computed, not measured: the molecule C4H8BrNO2 in a non-equilibrium geometry, with wB97M-V/def2-TZVPD.

HOMO-LUMO gap, eV: 10.11
F_max, eV Å⁻¹: 6.6
SMILES: CC(C)[C@@H](Br)[N+](=O)[O-]
E_LUMO, eV: -0.22

```
! wB97M-V def2-TZVPD RIJCOSX def2/J DEFGRID3
* xyz 0 1
C 0.54228 1.60032 -0.40510
C 1.42460 -0.70771 0.35530
C 0.33013 0.09582 -0.36379
C -0.98205 -0.15587 0.49429
N -1.52961 -1.40370 -0.05188
O -1.39655 -2.44888 0.57490
O -2.10298 -1.29035 -1.11757
Br -2.32630 1.18950 -0.03869
H 0.79538 1.96636 0.67470
H 1.43343 1.93568 -1.08759
H -0.21780 2.11967 -0.77041
H 1.54315 -0.24613 1.41863
H 2.36786 -0.48970 -0.11981
H 1.27149 -1.73997 0.22332
H -0.02788 -0.20281 -1.32754
H -1.12515 -0.22223 1.54125
*
```

=====

No. 11
Computed, not measured: the ion C4H8Cl2N with charge +1 in a non-equilibrium geometry, with wB97M-V/def2-TZVPD.

HOMO-LUMO gap (spin up / spin down), eV: 8.06 / 8.73
F_max, eV Å⁻¹: 3.3
E_LUMO (spin up / spin down), eV: -4.68 / -4.58

```
! wB97M-V def2-TZVPD RIJCOSX def2/J DEFGRID3
* xyz 1 1
C -0.46383 0.02041 1.25148
C 0.55357 -0.03489 0.20499
C -1.67070 -0.07224 0.47660
C 0.88455 1.28040 -0.58090
N 0.66927 -1.41016 -0.51375
Cl -2.23981 -1.50789 -0.34302
Cl -2.19321 1.45398 -0.28276
H -0.24952 -0.63704 2.05920
H -0.44945 1.00386 1.78741
H 0.16102 1.87138 -1.22098
H 1.72083 1.13783 -1.32602
H 1.34423 1.90169 0.31734
H 1.44271 -1.45578 -1.19868
H -0.26028 -1.43424 -0.91353
H 0.75061 -2.11730 0.28261
*
```

=====

No. 12
Computed, not measured: the ion C4H8Cl2NO with charge +1 in a non-equilibrium geometry, with wB97M-V/def2-TZVPD.

HOMO-LUMO gap, eV: 11.10
F_max, eV Å⁻¹: 5.5
SMILES: C[C@@H]([NH3+])[C@H](Cl)C(=O)Cl
E_LUMO, eV: -4.27

```
! wB97M-V def2-TZVPD RIJCOSX def2/J DEFGRID3
* xyz 1 1
C -2.06465 0.52354 -0.02500
C 1.75892 -0.61375 0.80137
C -0.96954 -0.47887 0.37718
C 0.60707 0.28783 0.27851
N 0.53189 0.59279 -1.20322
O -1.82487 1.40966 -0.82930
Cl -3.62130 0.31433 0.78232
Cl -1.16415 -1.75529 -0.83547
H 1.61905 -1.64111 0.28416
H 2.58752 -0.05961 0.47208
H 1.57215 -0.75143 1.92297
H -1.22336 -0.68313 1.43841
H 0.68653 1.06091 0.97425
H -0.42515 1.17452 -1.21181
H 0.49183 -0.34086 -1.75287
H 1.43806 0.96046 -1.47357
*
```